<P>
34
Properties=species:S:1:pos:R:3 method="wB97M-V/def2-TZVPD" e_lumo_ha=0.025 e_homo_ev=-8.308 orbital_gap_ev=9.0 multiplicity=1
H 1.0063 -3.4927 0.2195
O -2.6778 -2.5108 1.0444
H -0.5854 -2.9478 -1.4114
H 1.4902 -3.6467 2.7954
C -0.7631 3.5645 -0.9440
H 2.9861 -2.9332 1.9370
H -1.5440 -1.6400 2.9981
C 0.2342 1.4510 -0.3882
C 0.8704 1.4023 -1.6409
N -0.3973 -2.4141 1.4673
C 0.1590 3.7195 -2.0208
H 1.5600 2.6056 -3.2479
H 0.6701 5.7441 -2.4765
H 1.2254 -1.8594 0.3683
H 1.2380 0.4694 -2.0157
C 0.9442 2.6144 -2.4317
C -0.7115 2.4484 -0.1147
H 0.0662 -1.5719 3.9214
H -2.1179 -3.6145 -1.1143
H -1.3510 4.3367 -0.6363
O 0.2304 0.3607 0.4163
H -0.0786 0.4828 1.2922
C -0.6003 -2.2043 2.8985
H -0.7184 -3.1409 3.3408
H -0.9492 5.2585 -2.9609
C 0.0976 4.8988 -2.8908
H 2.6460 -2.0835 2.9677
H -1.9139 -1.8221 -1.2192
H 0.5492 4.8269 -3.8991
C -1.4239 -2.6910 -0.8802
C 1.8994 -2.8445 2.2706
C 0.9309 -2.6515 0.9762
H -1.4334 2.3291 0.7429
C -1.5380 -2.4439 0.6356

<Q>
34
Properties=species:S:1:pos:R:3 method="wB97M-V/def2-TZVPD" e_lumo_ha=0.029 e_homo_ev=-8.243 orbital_gap_ev=9.0 smiles="CCN(C)C(C)=O.Cc1ccc(O)cc1" multiplicity=1
H -2.1359 -1.4352 -0.2916
C -0.0365 -1.9447 -0.0150
H -3.6137 -1.5311 2.2236
C -0.0100 1.3097 -2.1903
H -2.7686 -0.4923 3.3069
H -0.0476 1.9025 -4.2887
C -1.4784 -1.1894 1.7210
C 0.7802 -1.8379 2.2385
C -2.8306 -0.7799 2.2564
H 2.3673 1.0007 -1.3584
H 0.5578 0.6457 0.3782
H 0.7737 2.3411 0.8757
O 2.3012 -2.3028 0.5232
C -1.0467 2.9080 -0.6832
H -3.2210 0.1512 1.8292
C 2.3286 1.3289 -0.3260
C 0.8624 1.6368 0.0773
H -1.9715 2.6062 -1.1771
H 2.9569 2.2207 -0.3264
H -0.9843 3.9973 -0.7999
H 1.5498 -2.1780 2.9200
H -1.6014 1.6570 -3.7134
C 1.0103 -1.9883 0.8649
O 0.3237 0.1582 -2.1906
C -0.4646 -1.4235 2.6683
H 2.3728 -2.3274 -0.3990
H 0.1193 -1.9262 -1.0875
H 2.7954 0.6671 0.3937
N 0.1297 2.1468 -1.0950
H -0.7149 3.0707 -3.1963
H -0.6686 -1.2145 3.7081
C -1.3222 -1.5787 0.3999
C -0.6260 1.9981 -3.3655
H -1.2108 2.8013 0.3788

<R>
34
Properties=species:S:1:pos:R:3 method="wB97M-V/def2-TZVPD" e_lumo_ha=0.022 e_homo_ev=-7.421 orbital_gap_ev=8.0 multiplicity=1
H -2.0630 -1.3095 -1.7742
H -3.2940 0.9642 -0.1731
C 0.3024 -3.2841 2.1395
C -0.0150 -0.9251 1.8103
O 1.7220 1.9073 -1.3238
H -1.0745 -0.3177 -2.8518
C -2.3745 0.5476 0.2328
C -1.8353 -0.2897 -2.0752
O 0.6751 2.3038 0.7290
C -1.2985 0.4995 -0.8648
H -2.0630 1.1568 1.0794
H 3.4286 0.8750 0.0282
H -1.1195 1.5273 -1.2166
H -2.5765 -0.4581 0.5930
H 1.8407 3.6230 -2.3845
C 0.1142 -2.0126 2.6532
C 1.3963 1.4926 -0.0837
H 2.6571 1.2225 1.5965
C 2.5178 0.7787 0.6132
H -0.1445 0.0657 2.2203
C 0.0383 -1.0973 0.4223
H 0.3994 2.6343 -2.7327
C 1.0616 2.9951 -1.9416
H 0.4062 -4.1279 2.8049
C 0.3638 -3.4684 0.7672
N -0.0355 -0.0727 -0.4971
H 0.4966 3.6070 -1.2331
H 0.2933 -2.5122 -1.1523
H 2.2894 -0.2766 0.7397
C 0.2434 -2.3879 -0.0815
H -2.7367 0.1745 -2.4721
H 0.0634 -1.8694 3.7235
H 0.5167 -4.4579 0.3592
H -0.1960 2.4923 0.3458

<S>
34
Properties=species:S:1:pos:R:3 method="wB97M-V/def2-TZVPD" e_lumo_ha=0.024 e_homo_ev=-8.117 orbital_gap_ev=8.8 smiles="CCN(C)C(C)=O.Cc1ccc(O)cc1" multiplicity=1
H 2.4406 2.2994 0.4022
H 2.0473 -0.9121 -1.6010
H 0.7793 1.5867 0.9571
H 0.9363 0.5457 -1.2745
C -4.1916 0.1297 -0.1611
H 3.9841 1.6548 -1.2577
O 2.3322 -1.0252 2.3933
C 3.9440 -1.3790 0.5062
C 3.2629 0.7636 -1.6856
H -4.3665 -1.9326 -1.1536
H 2.9024 1.1968 -2.4728
C 2.0813 0.1155 -1.0166
C -2.1566 0.1761 1.3760
H 2.4666 1.5078 1.9995
H -3.7692 1.7875 1.1281
H 4.1540 -0.3820 -0.2501
H 3.4163 -2.3805 0.2118
H 0.2097 -1.1578 1.4549
C 1.9439 1.5708 1.0074
C -1.6350 -1.0166 0.8187
H -4.7405 0.8061 -2.1510
C -3.4280 0.7487 0.8162
O -0.5369 -1.6636 1.1305
H 4.0026 -0.0284 -1.9290
N 2.1764 0.2364 0.4606
H -4.7218 2.0383 -0.9892
H -6.1214 0.8596 -1.0637
H -1.5357 0.7460 2.0583
C -4.9651 0.9958 -1.1344
C 2.8335 -0.6156 1.3877
H -2.2127 -2.5784 -0.5069
C -2.5271 -1.6305 -0.1044
H 4.7372 -1.8936 1.0829
C -3.7424 -1.1691 -0.4398

Need the numbers? Relative energies in kJ/mol: <P> 410.5; <Q> 0.0; <R> 185.9; <S> 466.1.

<P>
17
Properties=species:S:1:pos:R:3 method="wB97M-V/def2-TZVPD" e_lumo_ha=-0.094 e_homo_ev=-14.875 total_charge=+1 orbital_gap_ev=12.3 multiplicity=1
N 0.6571 0.0108 -0.8177
H -1.3309 1.6851 1.3749
H -1.2122 0.3720 2.1523
H 0.1358 -0.3903 -2.8001
H -1.7122 -1.3844 3.7334
O -0.9916 0.7868 1.2847
C -0.1656 -0.0606 -1.8144
H -1.8953 0.3768 -0.8303
O -1.4802 -0.4488 3.6911
N -1.4727 0.0643 -1.6940
H 3.9299 -1.0048 -1.6202
H -2.1029 -0.1014 -2.4620
H 3.8817 0.4142 -2.1651
O 3.3284 -0.2646 -1.7607
H -1.4869 -0.1876 4.6203
H 1.6572 -0.0348 -1.0083
H 0.2603 0.1674 0.1161

<Q>
17
Properties=species:S:1:pos:R:3 method="wB97M-V/def2-TZVPD" e_lumo_ha=-0.115 e_homo_ev=-14.864 total_charge=+1 orbital_gap_ev=11.7 multiplicity=1
O -0.4522 -1.4419 1.0144
H 0.5197 -1.8132 -1.2185
N 0.1041 0.7540 -0.6433
H -0.3194 4.2759 -0.8197
H -0.0787 1.8391 -0.6635
H 0.5546 -1.5437 -2.9323
H 0.7349 0.7764 -2.6331
N 0.3950 -1.1251 -2.0744
H -1.2953 3.9309 -1.9636
H 0.2318 -1.7647 1.7071
C 0.3112 0.2072 -1.8399
O -0.7513 3.5236 -1.2567
O 0.5570 -1.9664 3.7614
H -1.2637 -1.3259 1.5429
H 0.5310 -1.3245 4.4641
H -0.0427 0.1410 0.1614
H 0.2382 -2.7586 4.2658

<R>
17
Properties=species:S:1:pos:R:3 method="wB97M-V/def2-TZVPD" e_lumo_ha=-0.133 e_homo_ev=-13.531 total_charge=+1 orbital_gap_ev=9.9 multiplicity=1
H 2.2982 -2.1690 -0.6875
H 1.0181 0.8110 -1.7091
H -6.4093 0.3930 2.0213
H 0.2862 1.3081 -0.1263
N 1.2421 -1.9503 -0.3883
O -5.6402 0.1842 1.4862
H -0.1899 -0.8840 0.4360
O 3.8352 -0.9386 -1.2262
C 0.5545 -0.8682 -0.3118
N 0.5911 0.4869 -0.8012
H 4.5128 -0.8454 -0.5650
H -1.2547 2.4023 0.9200
H 1.1392 -2.5141 0.4184
H -0.0311 3.2427 1.0245
H -5.7808 0.0638 0.5070
O -0.3250 2.3111 1.2026
H 4.1535 -1.0334 -2.2005

Need the numbers? Relative energies in kJ/mol: <P> 0.0; <Q> 88.4; <R> 254.4.

<P>
9
Properties=species:S:1:pos:R:3 method="wB97M-V/def2-TZVPD" e_lumo_ha=0.037 e_homo_ev=-8.888 orbital_gap_ev=9.9 smiles="C=CN=C" multiplicity=1
H 1.8564 -0.8178 1.7863
C -1.3137 0.8203 -0.5652
H 0.4615 0.2110 -1.5611
C -0.0791 0.3451 -0.6324
C 1.1844 -0.9033 0.9115
H 0.9442 -1.9176 0.5592
H -1.7908 1.0899 0.3760
N 0.7072 0.1918 0.5382
H -1.9699 0.9806 -1.4125

<Q>
9
Properties=species:S:1:pos:R:3 method="wB97M-V/def2-TZVPD" e_lumo_ha=0.044 e_homo_ev=-10.139 orbital_gap_ev=11.3 smiles="C[C@@H]1C=N1" multiplicity=1
H 0.1453 -1.6018 0.6892
N -0.7735 1.0028 -1.1847
H 0.7712 1.3067 0.3899
C 0.7030 -0.8415 0.0733
C -1.3153 0.8119 -0.0582
H 0.8385 -1.3780 -0.8721
H 1.7215 -0.8670 0.5400
H -2.1786 0.9622 0.4566
C 0.0879 0.6046 -0.0339

<R>
9
Properties=species:S:1:pos:R:3 method="wB97M-V/def2-TZVPD" e_lumo_ha=0.034 e_homo_ev=-9.735 orbital_gap_ev=10.7 smiles=C#CCN multiplicity=1
C -0.8002 0.0290 -0.1367
H 1.5224 -1.1932 0.6216
H -3.1996 -0.1797 0.1901
H 2.4467 0.0388 0.0921
C 0.5596 0.6066 0.0533
H 0.5630 1.0482 1.0561
N 1.6133 -0.4781 -0.1216
C -1.9900 -0.2545 0.0096
H 0.7577 1.3464 -0.6665

Need the numbers? Relative energies in kJ/mol: <P> 0.0; <Q> 79.8; <R> 111.4.